Entry 1:
228
Properties=species:S:1:pos:R:3 method="wB97M-V/def2-TZVPD" relative_energy_kcal_mol=206.3 homo_lumo_gap_ev=8.08 multiplicity=1
C 7.4661 -3.9794 0.1967
O 6.9801 -3.1179 1.2416
C 5.9719 -3.7976 2.0141
C 5.3317 -3.0503 3.1377
N 6.1955 -2.1231 3.9552
C 5.4022 -1.3517 4.9857
C 6.1550 -0.0924 5.5140
O 5.4854 1.0332 5.0055
C 5.9801 2.3470 5.2125
H 6.6501 -4.5788 -0.2070
H 8.2737 -4.6142 0.5614
H 7.8801 -3.3721 -0.6083
H 6.5958 -4.5859 2.4352
H 5.1868 -4.3231 1.4704
H 4.9693 -3.8127 3.8274
H 4.4454 -2.4940 2.8326
H 6.6307 -1.5711 3.2299
H 5.2023 -1.9894 5.8468
H 4.4971 -1.0544 4.4561
H 7.2326 -0.0085 5.3727
H 6.0530 0.0807 6.5854
H 6.7818 2.6556 4.5417
H 6.1837 2.5417 6.2654
H 5.1179 2.9526 4.9331
C -2.0343 4.5319 2.2049
O -3.0681 4.8728 3.1286
C -4.1384 5.7682 2.5872
C -5.2992 5.0905 1.8603
N -6.1199 6.1444 1.4085
C -7.5483 5.7846 1.6076
C -8.1301 4.8068 0.4590
O -9.4661 4.5001 0.7758
C -10.3274 5.5008 0.5394
H -2.2823 3.7448 1.4929
H -1.0961 4.2389 2.6761
H -1.7737 5.4248 1.6367
H -3.7804 6.6136 1.9995
H -4.4781 6.2914 3.4811
H -5.8125 4.3696 2.4966
H -4.9942 4.4924 1.0016
H -5.9751 7.0004 1.9246
H -8.0560 6.7491 1.6128
H -7.6056 5.2268 2.5424
H -7.5148 3.9124 0.5571
H -8.0378 5.3187 -0.4988
H -10.5463 5.6086 -0.5229
H -10.1240 6.5325 0.8262
H -11.3172 5.3242 0.9605
C 1.2531 -2.5419 5.7172
O 0.2508 -1.5729 5.6824
C 0.4996 -0.4564 4.9482
C -0.7665 0.2294 4.4869
N -1.4289 -0.4958 3.3999
C -2.8225 0.0961 3.2123
C -3.6799 -0.7183 2.2237
O -5.1066 -0.9792 2.4076
C -5.3013 -1.9051 3.4771
H 0.9361 -3.2399 6.4921
H 2.2278 -2.0903 5.9016
H 1.2821 -2.9704 4.7153
H 1.2323 -0.5770 4.1502
H 1.1047 0.2556 5.5095
H -0.4187 1.1751 4.0711
H -1.4231 0.2263 5.3569
H -1.2825 -1.4848 3.5434
H -2.7336 1.1120 2.8272
H -3.3461 0.0848 4.1682
H -3.2396 -1.7129 2.1538
H -3.4947 -0.2537 1.2552
H -4.7884 -1.4534 4.3263
H -4.8327 -2.8486 3.1972
H -6.3539 -2.0610 3.7134
C -7.0965 8.4202 -4.7214
O -6.8440 7.2096 -4.0391
C -6.6733 6.1641 -5.0299
C -6.3796 4.7978 -4.3769
N -5.2118 4.7653 -3.6002
C -4.6945 3.4068 -3.1611
C -4.5507 3.4531 -1.6262
O -3.9237 4.5667 -1.1568
C -2.4356 4.4862 -1.2605
H -7.2218 9.1615 -3.9321
H -7.9204 8.2855 -5.4222
H -6.1796 8.6716 -5.2544
H -5.9177 6.5342 -5.7228
H -7.6329 6.0046 -5.5218
H -6.2902 3.9463 -5.0514
H -7.2131 4.6176 -3.6981
H -5.3538 5.3410 -2.7826
H -3.7113 3.1677 -3.5663
H -5.3819 2.6084 -3.4409
H -4.0236 2.5606 -1.2889
H -5.5415 3.5567 -1.1838
H -1.9386 3.6396 -0.7868
H -1.9117 5.3588 -0.8702
H -2.1235 4.4462 -2.3041
C 8.1287 -7.9097 2.7838
O 6.7927 -7.6466 2.8483
C 5.9912 -8.4566 3.6566
C 4.5173 -7.8680 3.8168
N 3.4942 -8.1561 2.8104
C 4.0807 -8.6164 1.5954
C 3.0599 -8.7104 0.4759
O 2.7254 -7.3406 0.0493
C 3.6205 -6.7797 -0.8877
H 8.6680 -7.5903 3.6756
H 8.4722 -7.2408 1.9947
H 8.4941 -8.8485 2.3677
H 6.3382 -8.3666 4.6860
H 6.1804 -9.5268 3.5730
H 4.5791 -6.7923 3.9814
H 4.0820 -8.1113 4.7861
H 2.8920 -7.3784 2.5811
H 4.3208 -9.6477 1.8541
H 5.0430 -8.2208 1.2705
H 2.1788 -9.1999 0.8909
H 3.3958 -9.3075 -0.3719
H 4.6590 -7.1058 -0.8312
H 3.5894 -5.6913 -0.8361
H 3.3090 -7.0664 -1.8921
C 2.6156 0.5432 -3.0167
O 3.1351 -0.7535 -2.8734
C 4.4970 -0.9392 -3.2964
C 5.4944 0.0030 -2.5483
N 5.7539 -0.6036 -1.2412
C 6.5846 0.1617 -0.3287
C 6.2685 1.6037 -0.0460
O 6.8609 2.5723 -0.9511
C 8.2001 2.4564 -1.1566
H 2.6910 0.8768 -4.0517
H 3.1387 1.2440 -2.3660
H 1.5701 0.6282 -2.7203
H 4.5243 -0.5937 -4.3298
H 4.8850 -1.9540 -3.3851
H 5.2421 1.0629 -2.5798
H 6.3950 0.0285 -3.1617
H 5.6459 -1.6078 -1.2331
H 7.6253 0.0637 -0.6380
H 6.5262 -0.2918 0.6607
H 6.2164 1.8777 1.0077
H 5.1846 1.6817 -0.1302
H 8.4212 1.6234 -1.8239
H 8.8025 2.1360 -0.3066
H 8.7430 3.3187 -1.5435
C 3.8836 7.3105 -5.7916
O 3.2020 6.8908 -4.5653
C 1.8649 7.2227 -4.4097
C 1.1172 6.0594 -3.7220
N 1.6939 5.7059 -2.4206
C 1.0657 4.5060 -1.7498
C 2.1323 3.7741 -0.9618
O 2.7702 4.6999 -0.1100
C 2.5986 4.8040 1.3203
H 4.8427 6.7929 -5.8037
H 4.0104 8.3819 -5.9468
H 3.3512 7.0398 -6.7034
H 1.4826 7.5830 -5.3647
H 1.8119 8.1084 -3.7766
H 1.1017 5.2780 -4.4818
H 0.0548 6.2826 -3.6234
H 2.6871 5.6552 -2.2445
H 0.7332 3.9025 -2.5945
H 0.2155 4.8920 -1.1875
H 2.8540 3.3114 -1.6350
H 1.8360 2.8152 -0.5365
H 2.2276 3.8363 1.6579
H 1.8022 5.5236 1.5101
H 3.5179 4.9963 1.8735
C -1.5607 -2.3959 -2.9040
C -0.3992 -3.1653 -2.3169
O -0.5729 -3.2042 -0.9190
O -2.6952 -3.1775 -2.8388
H -1.4423 -2.2025 -3.9701
H -1.7040 -1.4141 -2.4527
H 0.5191 -2.7199 -2.6996
H -0.3174 -4.2287 -2.5418
H -1.4990 -3.2242 -0.6668
H -2.4987 -3.9405 -3.3872
C -0.2168 -6.4485 1.8686
C 0.6808 -5.7345 2.9531
O 1.9382 -5.6824 2.3184
O -1.5546 -6.1711 1.9679
H -0.1643 -7.5331 1.9634
H 0.1526 -6.2985 0.8541
H 0.8150 -6.3738 3.8257
H 0.3070 -4.8242 3.4220
H 1.9855 -5.4044 1.4008
H -2.0220 -6.5628 1.2265
C -0.9160 0.7290 -6.4517
C -1.3382 1.0834 -5.0356
O -2.7704 1.1888 -5.0176
O -1.3901 -0.5673 -6.8226
H 0.1597 0.8745 -6.3527
H -1.3360 1.4991 -7.0988
H -1.1282 2.1150 -4.7529
H -0.8534 0.4342 -4.3065
H -3.0523 0.3590 -5.4095
H -1.1963 -0.6352 -7.7603
C -6.4655 -5.0189 -0.7499
C -5.0989 -4.6929 -0.2587
O -4.5675 -5.4058 0.8876
O -6.3607 -6.3544 -1.4175
H -6.7953 -4.2701 -1.4701
H -7.0585 -4.9540 0.1623
H -5.1609 -3.6236 -0.0567
H -4.5016 -4.9166 -1.1426
H -3.7071 -4.9843 0.9469
H -5.9160 -6.9113 -0.7742
C -6.2640 -0.8287 -1.2152
C -5.9646 -1.4836 -2.5498
O -4.8723 -0.7596 -3.2042
O -5.0319 -1.0553 -0.4532
H -7.1240 -1.3521 -0.7974
H -6.4377 0.2229 -1.4435
H -6.8849 -1.3527 -3.1191
H -5.7885 -2.5565 -2.4730
H -4.1114 -1.3423 -3.2593
H -5.3342 -0.7572 0.4078
C -0.5768 -0.2297 -0.0124
C 0.7141 -0.6783 0.7480
O 1.7710 0.1011 0.5972
O -0.9462 0.7932 0.7954
H -1.3220 -1.0131 0.1258
H -0.2685 0.0819 -1.0103
H 0.9705 -1.6391 0.3016
H 0.7061 -0.8493 1.8245
H 2.5252 -0.4923 0.6230
H -1.2876 0.4856 1.6382



Entry 2:
54
Properties=species:S:1:pos:R:3 method="wB97M-V/def2-TZVPD" relative_energy_kcal_mol=17.9 homo_lumo_gap_ev="7.63 / 4.20" multiplicity=5 charge=+2
Ru -0.4954 1.4562 0.9142
C -0.2856 -4.3385 -0.9313
C -0.7996 -2.8933 -0.9031
N 0.2618 -1.9245 -1.3474
C 0.7935 -2.1404 -2.6516
C 2.0708 -3.0590 -2.7397
C 0.7081 -0.9587 -0.6097
S 0.0358 -0.7466 1.0538
N 1.7629 -0.2571 -1.0758
C 1.9900 0.9785 -0.6149
O 1.1948 1.7516 -0.0560
C 3.3434 1.4542 -1.0022
C 3.7865 2.6972 -0.4951
C 5.0074 3.1849 -0.9358
C 5.7712 2.4052 -1.8109
C 5.3270 1.2070 -2.3263
C 4.1279 0.6835 -1.9231
H -1.0723 -5.0103 -0.5141
H 0.6311 -4.4114 -0.3846
H -0.1596 -4.7554 -1.9190
H -1.0896 -2.6977 0.1535
H -1.5871 -2.6742 -1.5843
H 0.9892 -1.1650 -3.0747
H 0.0314 -2.5725 -3.2814
H 2.9363 -2.6011 -2.3391
H 2.2374 -3.1274 -3.8170
H 1.9256 -4.0481 -2.3619
H 3.2263 3.2894 0.1618
H 5.4062 4.0920 -0.5255
H 6.7450 2.7707 -2.1158
H 6.0347 0.6860 -2.9463
H 3.7042 -0.2801 -2.3369
F -2.4761 3.2397 -0.1826
C -1.2834 2.6188 -0.5379
F -1.6420 1.6946 -1.4663
H -0.6437 3.3565 -1.0335
C -4.1207 0.0630 1.1768
C -3.3567 0.4657 2.5148
C -2.6425 -0.7330 3.1389
C -4.3386 1.2011 3.4347
N -2.4360 1.5223 1.9348
N -1.5213 2.0134 3.0367
H -5.0181 -0.4473 1.5008
H -3.6384 -0.6338 0.4933
H -4.3485 0.9474 0.6132
H -3.4590 -1.3970 3.5465
H -1.9806 -0.4734 3.9146
H -2.0569 -1.3183 2.4605
H -5.1588 0.6313 3.8227
H -4.7274 2.0777 2.9071
H -3.7137 1.5176 4.2651
H -2.9290 2.4109 1.6791
H -1.4702 1.3037 3.7875
H -1.5972 2.9439 3.3332



Entry 3:
34
Properties=species:S:1:pos:R:3 method="wB97M-V/def2-TZVPD" homo_lumo_gap_ev=8.98 multiplicity=1 charge=-1
C -1.4784 -1.0928 -1.3330
C -0.6063 -1.2052 -2.5768
S 0.9921 -0.3307 -2.5199
C 0.8523 0.9467 -1.2487
O 1.7638 0.7014 -0.1591
C 1.2947 0.1088 0.9476
O 0.1672 0.1399 1.3525
O 2.3257 -0.4548 1.6371
C 2.4166 -1.8701 1.5093
C 3.1398 -2.2958 0.2258
C 4.6379 -2.4520 0.4159
F 2.6047 -3.5246 -0.1949
H -0.9057 -1.2470 -0.4191
H -2.2462 -1.8738 -1.3609
H -1.9608 -0.1185 -1.2913
H -1.1674 -0.8461 -3.4438
H -0.3543 -2.2537 -2.7679
H 1.2132 1.8703 -1.7026
H -0.1723 1.0988 -0.9085
H 2.9874 -2.2079 2.3803
H 1.4296 -2.3454 1.5708
H 2.9542 -1.5422 -0.5455
H 4.8553 -3.2920 1.0816
H 5.0549 -1.5242 0.8139
H 5.1134 -2.6487 -0.5497
B -4.8609 3.2105 1.7290
O -4.4577 2.0919 0.8042
C -3.3365 2.3917 0.2047
O -2.7501 1.7138 -0.6024
C -2.8759 3.7807 0.6942
O -1.8799 4.3482 0.3314
O -3.7623 4.2185 1.5573
F -4.9116 2.7600 3.0365
F -6.0766 3.7442 1.3317



Entry 4:
17
Properties=species:S:1:pos:R:3 method="wB97M-V/def2-TZVPD" relative_energy_kcal_mol=28.0 homo_lumo_gap_ev="11.84 / 7.28" multiplicity=2 charge=+1
C -0.8148 1.8947 -0.3983
N -1.1581 0.5157 -0.4307
C 0.3884 -1.2721 -1.0667
C -0.2913 -0.5032 0.0768
C 0.5987 -0.0810 1.2530
O 0.9968 -1.2445 1.9483
H -0.5868 2.2018 0.6250
H 0.1103 2.0895 -0.9710
H -1.5625 2.5084 -0.8880
H -1.7229 0.2091 -1.2285
H 1.1501 -1.8994 -0.6061
H -0.2939 -1.9652 -1.5514
H 0.8508 -0.6181 -1.8069
H -0.9609 -1.2548 0.5438
H 0.0039 0.4916 1.9629
H 1.4702 0.5028 0.9597
H 1.8220 -1.5751 1.5782



Entry 5:
64
Properties=species:S:1:pos:R:3 method="wB97M-V/def2-TZVPD" relative_energy_kcal_mol=418.5 homo_lumo_gap_ev=8.86 multiplicity=1 charge=+1
C -2.6305 -2.4695 -1.4341
C -3.3724 -1.9081 -0.2922
C -2.9617 -2.6394 1.0352
C -1.3391 -2.3438 1.3403
C -0.8187 -3.0032 2.5039
C 0.6833 -2.7606 3.0502
C 1.0770 -1.2651 3.6217
C 2.2874 -1.0209 2.9877
C 2.2669 -0.5915 1.5571
C 3.6207 -0.0874 0.9887
H 4.2284 -1.0773 1.3866
H 4.0279 0.5845 1.5565
C 3.6876 0.1388 -0.6734
C 2.8476 1.4147 -0.7665
H 3.6746 2.1435 -0.9192
H 2.2561 1.7341 0.0289
N 2.3143 1.6263 -2.2262
C 1.8640 2.9373 -2.3567
H 1.0933 2.8820 -3.3682
H 2.6596 3.5704 -2.3303
H 1.1700 3.1266 -1.6587
C 3.2327 1.1036 -3.0122
H 4.0146 1.7111 -3.0536
H 3.5204 0.1281 -2.9467
H 2.6175 0.9980 -4.2917
C 0.9869 0.5806 -2.2725
H 0.7752 0.7310 -3.3656
H 1.2889 -0.5511 -2.0280
C -0.0001 0.8845 -1.1897
O -0.7952 2.0447 -1.7173
C -2.0952 2.1635 -1.1218
C -2.7709 3.0927 -1.9097
C -4.0759 3.5534 -1.2671
C -4.3770 3.0411 -0.1779
C -3.6134 2.1067 0.5493
C -2.6049 1.6427 0.1807
H -1.8790 0.9002 0.4742
H -4.0124 1.8177 1.7104
H -5.4451 3.2567 0.3459
H -4.6235 4.1960 -1.6357
H -2.4479 3.7821 -2.6951
H 0.3369 1.0164 0.0174
H -0.6382 -0.0603 -1.2600
H 4.7479 0.1678 -0.8983
H 3.1116 -0.8794 -0.9074
H 1.7436 -1.1947 0.8948
H 1.5755 0.4963 1.4608
H 3.0143 -1.5438 3.0887
H 2.5281 -0.1774 3.6311
H 0.9509 -1.4572 4.7451
H 0.1066 -0.7411 3.1652
H 0.8354 -3.5817 3.7750
H 0.9689 -3.0517 2.0261
H -1.1043 -3.9379 2.6698
H -1.5457 -2.4296 3.5407
H -1.2373 -1.1842 1.6375
H -0.6247 -2.7944 0.5305
H -2.8665 -3.7377 1.0651
H -3.4809 -2.3176 1.9498
H -4.4254 -1.8643 -0.1549
H -3.0981 -0.8957 -0.2999
H -3.0286 -1.9822 -2.3222
H -2.8248 -3.6422 -1.6168
H -1.3766 -2.3817 -1.3454



Entry 6:
33
Properties=species:S:1:pos:R:3 method="wB97M-V/def2-TZVPD" homo_lumo_gap_ev="7.88 / 7.11" multiplicity=2 charge=+2
Ir -0.5995 -0.3609 0.3463
O 2.1633 1.9040 2.9619
C 1.5143 1.2170 2.0646
O 0.5606 0.4959 2.2948
C 2.0381 1.3681 0.6748
C 3.1411 2.1566 0.3947
C 3.5023 2.3365 -0.9297
C 2.6868 1.7986 -1.9123
C 1.5900 1.0338 -1.5472
N 1.3163 0.7495 -0.2666
C 0.5470 0.5542 -2.5245
O 0.6272 0.8559 -3.7932
O -0.3788 -0.1166 -2.1202
H 1.7811 1.7777 3.8489
H 3.6881 2.6235 1.2009
H 4.3698 2.9257 -1.1933
H 2.9164 1.9980 -2.9503
H 1.4007 1.3783 -4.0450
C -3.9226 1.6631 0.7963
C -2.6625 0.9185 0.6551
O -1.5244 1.4704 0.4129
O -2.5910 -0.3553 0.7397
H -4.3892 1.7318 -0.1901
H -3.7233 2.6703 1.1552
H -4.5987 1.1297 1.4608
C -1.4721 -5.3233 0.0024
O -1.1382 -4.3762 1.0765
C -0.8904 -3.1645 0.7983
S -0.8365 -2.4085 -0.7365
S -0.4713 -2.0181 1.9856
H -0.5718 -5.5111 -0.5776
H -2.2740 -4.9050 -0.6015
H -1.7988 -6.2175 0.5184